(1)
35
Properties=species:S:1:pos:R:3 method="wB97M-V/def2-TZVPD" total_energy_ev=-31412.1467 e_above_lowest_ev=1.901 homo_energy_ha=-0.43582 total_charge=+1
Rb -2.681 0.575 -1.501
C -4.503 4.230 2.411
C -3.420 3.848 3.397
O -2.774 2.836 2.633
C -3.532 2.465 1.676
O -3.139 1.477 1.031
O -4.752 2.993 1.830
F -4.001 3.182 4.424
H -4.056 5.006 1.789
H -5.503 4.359 2.825
H -2.780 4.630 3.808
C 1.928 -0.212 2.521
C 2.609 -1.466 2.612
C 2.929 -2.197 1.474
C 2.376 -1.837 0.253
C 1.484 -0.690 0.211
C 1.363 0.153 1.316
C 0.833 -0.337 -1.109
O 0.216 0.741 -1.025
C 1.022 -1.200 -2.297
C 0.379 -0.886 -3.506
C 0.621 -1.590 -4.664
C 1.438 -2.772 -4.611
C 2.186 -3.037 -3.397
C 1.961 -2.245 -2.232
C 2.729 -2.607 -0.993
O 3.492 -3.537 -0.856
H 1.880 0.472 3.355
H 3.117 -1.730 3.528
H 3.533 -3.082 1.615
H 0.878 1.118 1.317
H -0.362 -0.101 -3.530
H -0.069 -1.360 -5.462
H 1.718 -3.338 -5.488
H 2.882 -3.861 -3.355

(2)
69
Properties=species:S:1:pos:R:3 method="wB97M-V/def2-TZVPD" total_energy_ev=-60840.0321 e_above_lowest_ev=0.733 homo_energy_ha=-0.29604 total_charge=0
O -0.959 -1.512 0.320
C 0.107 -0.978 0.531
C 1.476 -1.642 0.407
O 1.715 -2.795 0.123
N 2.398 -0.701 0.714
C 3.814 -0.964 0.708
C 4.384 -0.951 -0.735
N 5.789 -1.182 -0.898
C 6.712 -0.158 -0.453
C 7.263 -0.403 0.960
O 7.823 -1.693 1.069
C 6.864 -2.688 0.774
C 6.303 -2.513 -0.644
C 1.865 0.622 0.962
C 2.332 1.607 -0.087
C 1.826 1.573 -1.381
C 2.286 2.451 -2.345
C 3.264 3.382 -2.032
C 3.786 3.433 -0.752
C 3.314 2.546 0.198
F 3.843 2.591 1.441
C 0.374 0.402 0.922
C -0.526 1.395 1.098
O -0.081 2.655 1.292
C -1.982 1.182 1.065
C -2.578 0.198 1.851
C -3.948 0.018 1.803
C -4.710 0.813 0.968
S -6.476 0.546 0.831
O -7.132 1.816 0.717
O -6.885 -0.341 1.885
N -6.513 -0.176 -0.682
C -7.696 0.088 -1.480
C -8.838 -0.846 -1.074
O -8.440 -2.196 -1.168
C -7.341 -2.465 -0.323
C -6.144 -1.579 -0.683
C -4.137 1.803 0.194
C -2.770 1.998 0.252
H 4.304 -0.210 1.327
H 3.963 -1.957 1.142
H 4.159 0.020 -1.189
H 3.851 -1.720 -1.301
H 6.225 0.817 -0.503
H 7.560 -0.163 -1.149
H 8.072 0.296 1.178
H 6.471 -0.279 1.714
H 7.385 -3.643 0.862
H 6.055 -2.652 1.520
H 5.517 -3.246 -0.829
H 7.121 -2.684 -1.354
H 2.185 0.978 1.951
H 1.070 0.842 -1.628
H 1.883 2.408 -3.345
H 3.625 4.066 -2.784
H 4.551 4.143 -0.479
H -0.823 3.259 1.431
H -1.969 -0.415 2.495
H -4.442 -0.726 2.407
H -7.972 1.129 -1.317
H -7.433 -0.070 -2.531
H -9.694 -0.733 -1.741
H -9.138 -0.612 -0.041
H -7.099 -3.519 -0.465
H -7.617 -2.283 0.725
H -5.335 -1.718 0.034
H -5.782 -1.826 -1.686
H -4.771 2.407 -0.434
H -2.305 2.757 -0.363

(3)
20
Properties=species:S:1:pos:R:3 method="wB97M-V/def2-TZVPD" total_energy_ev=-10951.9531 e_above_lowest_ev=2.819 smiles="C=CNC.O.O.O" homo_energy_ha=-0.28584 total_charge=0
C -0.210 -0.712 3.237
C 0.647 -0.401 2.160
N 0.595 0.542 1.187
C 1.428 0.393 -0.058
H -1.327 -0.706 2.922
H 0.080 -1.277 4.151
H 1.566 -0.906 2.108
H 0.295 1.453 1.444
H 2.076 1.256 -0.053
H 2.067 -0.559 0.187
H 0.855 0.324 -0.988
O -1.277 -2.858 1.189
H -0.584 -2.888 0.535
H -0.648 -2.775 1.933
O -1.883 0.239 -0.029
H -1.482 -0.600 0.068
H -2.789 0.218 -0.095
O 0.216 3.087 -6.997
H 0.931 2.792 -6.424
H -0.556 3.380 -6.476

(4)
125
Properties=species:S:1:pos:R:3 method="wB97M-V/def2-TZVPD" total_energy_ev=-676540.3638 e_above_lowest_ev=12.876 homo_energy_ha=-0.32241 total_charge=0
C -4.518 5.696 -6.377
C -4.034 5.746 -4.812
C -3.694 4.290 -4.140
C -3.382 3.085 -5.207
C -3.433 1.669 -4.318
C -2.449 0.491 -4.961
C -3.056 -0.972 -4.432
C -2.717 -2.214 -5.482
C -1.756 -3.384 -4.776
C -0.136 -3.062 -5.000
C 0.289 -1.723 -4.092
C 1.893 -1.802 -3.702
C 2.202 -1.942 -2.103
C 1.874 -0.645 -1.181
Br 2.852 -1.141 0.541
C 0.350 -0.237 -0.765
C -0.326 -0.777 0.624
C -0.124 0.003 2.091
C -0.980 -0.764 3.286
C -1.915 -2.084 3.107
N -2.027 -2.744 1.775
C -1.284 -2.093 0.660
C 0.422 1.415 -0.511
O -0.586 2.290 -0.456
N 1.935 1.628 -0.307
C 2.526 0.824 -1.485
C 2.396 1.517 -2.961
Cl 4.105 1.352 -3.755
C 2.067 3.121 -2.963
C 1.259 3.557 -4.360
H -5.213 4.773 -6.639
H -5.199 6.656 -6.549
H -3.598 5.808 -7.109
H -4.953 6.190 -4.193
H -3.152 6.531 -4.643
H -4.501 3.919 -3.350
H -2.695 4.441 -3.505
H -4.179 2.947 -6.053
H -2.266 3.156 -5.622
H -3.137 1.858 -3.183
H -4.532 1.268 -4.447
H -1.381 0.697 -4.523
H -2.474 0.449 -6.130
H -2.674 -1.196 -3.332
H -4.236 -0.927 -4.358
H -2.115 -1.778 -6.389
H -3.713 -2.684 -5.922
H -2.070 -4.454 -5.131
H -1.943 -3.338 -3.614
H 0.547 -3.989 -4.796
H -0.029 -2.803 -6.151
H -0.434 -1.733 -3.173
H 0.167 -0.809 -4.813
H 2.517 -0.948 -4.251
H 2.284 -2.814 -4.202
H 1.542 -2.856 -1.711
H 3.333 -2.287 -1.980
H -0.528 -0.300 -1.534
H 0.534 0.959 2.236
H -0.942 -0.280 4.372
H -2.492 -2.506 4.037
H -1.412 -2.630 -0.402
H 2.253 2.618 -0.226
H 3.684 0.698 -1.237
H 1.584 0.981 -3.632
H 1.393 3.499 -2.086
H 3.085 3.711 -2.993
H 0.251 2.937 -4.496
H 0.903 4.694 -4.278
H 1.948 3.506 -5.304
C 6.513 -2.696 1.749
Cl 7.757 -3.907 2.147
Cl 5.172 -2.816 2.916
Cl 7.225 -1.065 1.829
Cl 5.897 -2.995 0.104
C -0.442 -3.492 7.005
Cl -1.186 -5.110 7.043
Cl 0.380 -3.180 8.555
Cl 0.743 -3.414 5.677
Cl -1.706 -2.263 6.746
C -8.052 7.514 -8.319
Cl -7.740 6.119 -9.383
Cl -9.138 8.659 -9.146
Cl -8.817 6.952 -6.812
Cl -6.512 8.326 -7.938
C -4.481 -4.341 9.496
Cl -3.844 -4.257 11.158
Cl -4.450 -6.032 8.933
Cl -6.158 -3.738 9.471
Cl -3.474 -3.339 8.422
C -8.001 -3.995 5.790
Cl -8.386 -5.720 6.009
Cl -7.968 -3.610 4.051
Cl -9.242 -3.002 6.595
Cl -6.407 -3.647 6.505
C -2.750 9.311 -8.455
Cl -0.976 9.327 -8.624
Cl -3.182 9.290 -6.726
Cl -3.433 10.767 -9.220
Cl -3.408 7.858 -9.249
C 4.032 -5.590 9.257
Cl 4.742 -6.918 10.209
Cl 2.302 -5.916 8.981
Cl 4.212 -4.058 10.149
Cl 4.871 -5.467 7.690
C 5.992 4.358 -5.552
Cl 6.629 4.442 -3.890
Cl 6.023 2.668 -6.114
Cl 4.316 4.961 -5.576
Cl 7.000 5.360 -6.626
C 3.701 -6.193 14.142
Cl 3.381 -7.591 15.199
Cl 5.459 -6.008 13.916
Cl 2.923 -6.454 12.560
Cl 3.040 -4.717 14.892
C 5.250 2.543 1.323
Cl 5.562 1.147 0.260
Cl 4.164 3.688 0.497
Cl 4.485 1.981 2.831
Cl 6.789 3.354 1.705
C 9.457 -6.431 15.038
Cl 10.701 -7.643 15.437
Cl 8.116 -6.551 16.205
Cl 10.169 -4.800 15.118
Cl 8.841 -6.731 13.393

(5)
19
Properties=species:S:1:pos:R:3 method="wB97M-V/def2-TZVPD" total_energy_ev=-28521.2692 e_above_lowest_ev=2.741 smiles="CNCCC(=S)SC" homo_energy_ha=-0.31323 total_charge=0
C -3.390 -0.125 0.451
N -2.290 -0.059 -0.537
C -1.063 0.033 0.182
C 0.026 0.214 -0.842
C 1.403 0.346 -0.354
S 2.262 1.789 -0.002
S 2.291 -1.200 -0.278
C 3.883 -0.580 0.350
H -2.814 -0.657 1.400
H -4.308 -0.805 -0.083
H -3.818 1.026 0.652
H -2.517 0.904 -1.014
H -0.890 -0.947 0.756
H -1.041 0.834 0.940
H -0.152 1.251 -1.436
H -0.179 -0.530 -1.605
H 4.201 0.372 -0.200
H 4.655 -1.354 0.146
H 3.742 -0.513 1.474

(6)
68
Properties=species:S:1:pos:R:3 method="wB97M-V/def2-TZVPD" total_energy_ev=-60138.8833 homo_energy_ha=-0.42153 total_charge=+1
O -0.371 -2.235 3.830
P -0.799 -2.282 2.417
O -1.433 -3.750 1.971
O -1.959 -1.128 2.064
C 0.633 -1.936 1.286
C 1.225 -0.622 1.403
N 2.270 -0.734 0.463
C 3.199 0.407 0.270
O 3.572 0.439 -1.100
O 3.406 1.691 -1.656
C 2.290 -1.936 -0.177
N 1.280 -2.715 0.330
H -1.955 -3.552 1.163
H -1.682 -0.696 1.229
H 0.939 0.228 2.057
H 4.109 0.254 0.916
H 2.689 1.330 0.642
H 2.540 2.076 -1.397
H 3.018 -2.205 -0.970
H 1.032 -3.682 0.088
O 0.196 0.824 9.314
C -0.302 0.169 8.445
O -0.606 0.656 7.209
C -1.287 -0.354 6.451
C -0.901 -1.664 7.094
C -0.726 -1.277 8.552
H -2.363 -0.165 6.506
H -0.973 -0.304 5.409
H -1.635 -2.454 6.935
H 0.055 -2.007 6.689
H -1.666 -1.333 9.104
H 0.041 -1.875 9.040
O -0.293 -5.436 -1.233
C -0.663 -4.625 -2.039
O -1.046 -3.367 -1.702
C -1.531 -2.681 -2.873
C -0.910 -3.412 -4.043
C -0.814 -4.839 -3.524
H -2.623 -2.734 -2.879
H -1.228 -1.635 -2.838
H -1.485 -3.317 -4.962
H 0.093 -3.023 -4.233
H -1.730 -5.405 -3.710
H 0.048 -5.361 -3.933
O -0.625 -1.413 -6.623
C -0.996 -0.409 -6.085
O -0.492 0.047 -4.904
C -1.228 1.210 -4.485
C -1.854 1.761 -5.749
C -2.097 0.503 -6.567
H -1.977 0.901 -3.750
H -0.549 1.924 -4.019
H -2.755 2.345 -5.563
H -1.138 2.403 -6.268
H -3.063 0.047 -6.337
H -2.008 0.693 -7.635
O 0.673 3.987 -1.928
C 0.942 4.647 -0.959
O 0.526 4.344 0.298
C 0.926 5.391 1.201
C 2.087 6.083 0.517
C 1.734 5.931 -0.953
H 0.076 6.059 1.357
H 1.214 4.958 2.159
H 2.218 7.117 0.834
H 3.016 5.547 0.729
H 1.096 6.744 -1.305
H 2.623 5.845 -1.574

(7)
78
Properties=species:S:1:pos:R:3 method="wB97M-V/def2-TZVPD" total_energy_ev=-138940.8611 e_above_lowest_ev=0.000 homo_energy_ha=-0.23427 total_charge=0
Sn 0.004 0.067 -0.581
C 2.969 -1.571 -0.653
N 1.835 -1.391 0.239
C 1.538 -2.555 1.067
C 0.219 -2.355 1.734
N -0.756 -1.656 1.235
C -1.801 -1.758 2.151
C -3.081 -1.213 2.107
C -3.913 -1.472 3.178
C -3.491 -2.251 4.267
C -2.227 -2.806 4.314
C -1.395 -2.545 3.232
N -0.097 -2.926 2.930
C 2.637 -2.492 -1.789
N 1.479 -3.037 -2.014
C 1.654 -3.785 -3.176
C 0.743 -4.576 -3.870
C 1.182 -5.217 -5.013
C 2.503 -5.079 -5.464
C 3.421 -4.298 -4.787
C 2.967 -3.659 -3.640
N 3.583 -2.825 -2.723
H 3.858 -1.944 -0.124
H 3.209 -0.589 -1.068
H 1.984 -0.579 0.849
H 2.311 -2.729 1.827
H 1.478 -3.435 0.424
H -3.399 -0.623 1.254
H -4.916 -1.064 3.183
H -4.175 -2.425 5.088
H -1.905 -3.411 5.152
H 0.542 -3.417 3.530
H -0.274 -4.676 -3.515
H 0.497 -5.837 -5.574
H 2.810 -5.596 -6.364
H 4.439 -4.194 -5.138
H 4.528 -2.489 -2.756
O -3.984 0.206 -1.038
C -4.644 1.443 -1.097
C -3.758 2.546 -1.633
C -4.137 3.885 -1.581
C -3.273 4.838 -2.080
C -2.058 4.432 -2.619
C -1.769 3.080 -2.628
N -2.599 2.155 -2.145
H -3.148 0.314 -1.524
H -4.985 1.721 -0.095
H -5.534 1.369 -1.736
H -5.087 4.163 -1.141
H -3.536 5.888 -2.045
H -1.352 5.147 -3.019
H -0.829 2.710 -3.027
C 3.366 3.533 -1.732
As 2.257 2.580 -0.467
C 3.464 2.367 1.008
C 0.920 3.893 -0.053
O 1.830 1.221 -1.376
H 3.765 4.446 -1.290
H 2.769 3.780 -2.608
H 4.187 2.886 -2.037
H 3.903 3.341 1.227
H 4.255 1.678 0.711
H 2.926 1.975 1.864
H 1.393 4.876 -0.032
H 0.450 3.646 0.891
H 0.167 3.864 -0.841
Cl -2.109 2.287 1.172
C -1.184 1.700 2.539
C -1.771 1.786 3.783
C -1.112 1.300 4.904
C 0.138 0.728 4.732
C 0.698 0.654 3.471
Cl 2.282 -0.122 3.370
C 0.097 1.123 2.265
N 0.675 1.051 1.063
H -2.755 2.228 3.869
H -1.565 1.360 5.884
H 0.687 0.329 5.575

no.,Kohn-Sham gap (eV)
1,8.0792
2,7.2980
3,8.3898
4,8.5278
5,8.2814
6,7.9614
7,6.8204